Version a
{
  "formula": "C19H61N17O10",
  "method": "ωB97M-V/def2-TZVPD",
  "symbols": ["C", "O", "C", "C", "C", "N", "H", "H", "H", "H", "H", "H", "H", "H", "H", "H", "H", "C", "O", "C", "C", "C", "N", "H", "H", "H", "H", "H", "H", "H", "H", "H", "H", "H", "C", "O", "C", "C", "C", "N", "H", "H", "H", "H", "H", "H", "H", "H", "H", "H", "H", "N", "C", "N", "O", "H", "H", "H", "H", "N", "C", "N", "O", "H", "H", "H", "H", "N", "C", "N", "O", "H", "H", "H", "H", "N", "C", "N", "O", "H", "H", "H", "H", "N", "C", "N", "O", "H", "H", "H", "H", "N", "C", "N", "O", "H", "H", "H", "H", "N", "C", "N", "O", "H", "H", "H", "H"],
  "positions_angstrom": [[0.53, -4.73, -1.69], [1.31, -3.56, -1.89], [1.96, -3.59, -3.13], [2.75, -2.32, -3.35], [3.61, -2.48, -4.57], [3.56, -2.16, -2.10], [-0.23, -4.75, -2.50], [0.05, -4.63, -0.75], [1.17, -5.61, -1.77], [2.65, -4.42, -3.21], [1.27, -3.69, -3.96], [2.09, -1.49, -3.42], [4.30, -3.32, -4.42], [4.18, -1.58, -4.74], [3.03, -2.64, -5.51], [3.60, -1.17, -1.86], [3.22, -2.69, -1.33], [-5.30, -1.31, -0.40], [-4.46, -1.46, -1.52], [-3.30, -2.24, -1.16], [-2.51, -2.61, -2.40], [-2.27, -1.56, -3.40], [-2.99, -3.85, -3.00], [-6.19, -0.82, -0.76], [-4.86, -0.64, 0.37], [-5.62, -2.31, -0.02], [-2.70, -1.72, -0.43], [-3.55, -3.17, -0.69], [-1.53, -2.78, -1.94], [-1.77, -0.76, -2.83], [-3.17, -1.19, -3.86], [-1.53, -1.85, -4.13], [-3.84, -3.78, -3.55], [-2.32, -4.20, -3.70], [-1.78, 2.03, 5.24], [-1.54, 2.39, 3.85], [-0.89, 3.68, 3.67], [0.59, 3.54, 3.58], [1.27, 4.89, 3.86], [1.02, 3.03, 2.22], [-2.32, 2.79, 5.81], [-0.82, 1.96, 5.69], [-2.12, 1.04, 5.28], [-1.27, 3.99, 2.68], [-1.19, 4.37, 4.45], [0.95, 2.87, 4.41], [0.71, 5.79, 3.45], [2.32, 4.81, 3.42], [1.40, 5.00, 4.94], [0.40, 2.20, 2.03], [0.67, 3.59, 1.46], [-2.13, 4.54, -0.33], [-1.43, 3.38, -0.17], [-1.95, 2.52, 0.69], [-0.39, 3.14, -0.76], [-2.81, 4.87, 0.33], [-1.52, 5.22, -0.80], [-2.85, 2.67, 1.11], [-1.61, 1.57, 0.70], [0.90, -0.94, 3.74], [0.46, -2.08, 4.11], [0.52, -2.54, 5.35], [-0.06, -2.85, 3.28], [1.28, -0.21, 4.32], [0.49, -0.46, 2.94], [0.42, -3.58, 5.36], [1.26, -2.20, 5.95], [3.95, 1.09, -1.98], [2.71, 1.67, -2.23], [2.31, 2.55, -1.33], [1.96, 1.41, -3.16], [4.60, 1.64, -1.46], [4.34, 0.60, -2.73], [2.80, 2.79, -0.45], [1.38, 2.92, -1.30], [0.51, -0.18, -1.03], [0.38, -0.64, 0.25], [0.93, -1.94, 0.52], [-0.19, 0.10, 1.09], [0.81, -0.77, -1.82], [0.30, 0.78, -1.27], [0.98, -2.44, -0.36], [0.47, -2.50, 1.26], [4.11, 3.22, 1.85], [4.53, 2.02, 1.34], [3.76, 0.86, 1.66], [5.48, 1.87, 0.56], [4.50, 3.98, 1.40], [3.14, 3.19, 2.09], [2.76, 1.07, 1.63], [3.93, 0.17, 0.97], [0.11, 1.04, -5.66], [-1.07, 1.37, -4.98], [-0.86, 2.14, -3.88], [-2.13, 1.12, -5.52], [-0.07, 0.58, -6.54], [0.93, 0.76, -5.14], [0.11, 2.22, -3.56], [-1.54, 2.18, -3.15], [-3.30, -2.96, 3.46], [-3.67, -1.72, 3.07], [-2.58, -0.93, 2.64], [-4.81, -1.30, 3.17], [-2.33, -3.26, 3.56], [-4.00, -3.35, 4.10], [-1.68, -1.30, 2.50], [-2.64, -0.02, 2.22]],
  "multiplicity": 1,
  "smiles": "COC[C@H](C)N.COC[C@H](C)N.COC[C@H](C)N.NC(N)=O.NC(N)=O.NC(N)=O.NC(N)=O.NC(N)=O.NC(N)=O.NC(N)=O",
  "gap_ev": 9.2
}

Version b
{
  "formula": "C19H61N17O10",
  "method": "ωB97M-V/def2-TZVPD",
  "symbols": ["C", "O", "C", "C", "C", "N", "H", "H", "H", "H", "H", "H", "H", "H", "H", "H", "H", "C", "O", "C", "C", "C", "N", "H", "H", "H", "H", "H", "H", "H", "H", "H", "H", "H", "C", "O", "C", "C", "C", "N", "H", "H", "H", "H", "H", "H", "H", "H", "H", "H", "H", "N", "C", "N", "O", "H", "H", "H", "H", "N", "C", "N", "O", "H", "H", "H", "H", "N", "C", "N", "O", "H", "H", "H", "H", "N", "C", "N", "O", "H", "H", "H", "H", "N", "C", "N", "O", "H", "H", "H", "H", "N", "C", "N", "O", "H", "H", "H", "H", "N", "C", "N", "O", "H", "H", "H", "H"],
  "positions_angstrom": [[-5.89, -2.31, -2.27], [-5.76, -3.70, -2.07], [-4.63, -4.26, -2.58], [-4.46, -5.81, -2.33], [-3.94, -6.18, -0.93], [-3.73, -6.34, -3.54], [-5.12, -1.78, -1.71], [-6.87, -1.98, -1.87], [-5.76, -1.97, -3.28], [-4.58, -4.04, -3.66], [-3.73, -3.77, -2.22], [-5.49, -6.16, -2.39], [-3.98, -7.27, -0.77], [-4.71, -5.72, -0.19], [-2.98, -5.70, -0.72], [-3.00, -5.72, -3.91], [-3.48, -7.31, -3.41], [6.46, 1.33, -2.38], [5.35, 0.56, -2.71], [4.72, -0.20, -1.73], [3.72, -1.08, -2.39], [2.58, -0.21, -3.00], [3.16, -1.98, -1.30], [7.42, 0.82, -2.65], [6.51, 1.88, -1.42], [6.43, 2.20, -3.06], [5.44, -0.83, -1.13], [4.05, 0.38, -1.03], [4.16, -1.61, -3.23], [3.04, 0.65, -3.47], [1.82, 0.09, -2.26], [2.01, -0.71, -3.80], [2.18, -2.19, -1.56], [3.56, -2.94, -1.29], [0.46, -1.50, 4.38], [0.34, -1.06, 3.06], [0.25, 0.36, 2.84], [-0.31, 0.65, 1.48], [0.60, 0.38, 0.36], [-0.62, 2.04, 1.62], [0.06, -2.49, 4.54], [-0.17, -0.94, 5.06], [1.51, -1.48, 4.69], [-0.49, 0.78, 3.59], [1.22, 0.86, 2.86], [-1.13, -0.05, 1.39], [0.89, -0.69, 0.48], [1.46, 1.00, 0.29], [0.14, 0.30, -0.65], [-1.37, 2.45, 2.14], [-0.14, 2.79, 1.06], [1.52, 4.42, 0.98], [2.57, 3.72, 1.32], [3.10, 3.96, 2.54], [3.12, 2.93, 0.58], [1.15, 4.38, 0.04], [0.96, 4.83, 1.69], [3.95, 3.50, 2.83], [2.87, 4.76, 3.11], [-3.56, 0.17, 3.13], [-3.94, -0.69, 2.15], [-3.54, -1.97, 2.42], [-4.64, -0.48, 1.18], [-2.61, 0.05, 3.49], [-3.76, 1.13, 2.90], [-3.84, -2.66, 1.76], [-3.29, -2.28, 3.33], [4.67, 0.52, 1.75], [5.43, 1.19, 2.62], [5.79, 2.44, 2.10], [5.81, 0.85, 3.73], [4.19, -0.34, 2.09], [4.40, 1.00, 0.89], [5.84, 2.55, 1.12], [6.51, 2.86, 2.60], [0.60, 3.96, -4.03], [1.03, 3.86, -2.70], [2.27, 3.45, -2.40], [0.24, 4.29, -1.85], [0.80, 3.10, -4.50], [-0.41, 4.03, -4.04], [2.95, 3.22, -3.14], [2.49, 3.38, -1.43], [-5.24, 2.53, 0.89], [-4.72, 3.43, 1.69], [-5.53, 4.49, 2.01], [-3.54, 3.41, 2.08], [-6.19, 2.75, 0.59], [-4.73, 1.77, 0.56], [-6.49, 4.65, 1.68], [-5.17, 5.39, 2.20], [3.13, -1.95, 1.74], [3.75, -3.22, 1.68], [3.53, -3.99, 2.86], [4.34, -3.70, 0.73], [2.88, -1.73, 0.78], [2.39, -1.93, 2.40], [3.97, -4.87, 2.69], [3.70, -3.61, 3.77], [-2.85, 0.70, -1.33], [-3.71, 1.15, -2.29], [-3.12, 1.98, -3.22], [-4.88, 0.81, -2.28], [-2.16, 1.33, -0.91], [-3.34, 0.06, -0.74], [-2.19, 2.27, -3.04], [-3.71, 2.60, -3.76]],
  "multiplicity": 1,
  "smiles": "COC[C@H](C)N.COC[C@H](C)N.COC[C@H](C)N.NC(N)=O.NC(N)=O.NC(N)=O.NC(N)=O.NC(N)=O.NC(N)=O.NC(N)=O",
  "gap_ev": 9.0
}

The most stable arrangement is version a, and the next structure is 0.0612 hartree less stable.

Version a
{
  "formula": "C4H11FN3",
  "method": "ωB97M-V/def2-TZVPD",
  "symbols": ["C", "C", "C", "C", "N", "N", "N", "F", "H", "H", "H", "H", "H", "H", "H", "H", "H", "H", "H"],
  "positions_angstrom": [[1.24, 0.34, -0.45], [-0.48, -1.83, -0.61], [-1.48, 0.39, -0.18], [-0.62, -0.54, 0.16], [1.78, -0.50, 0.50], [-1.84, 1.29, 0.77], [1.30, 1.65, -0.37], [-0.30, -0.66, 1.49], [1.21, -0.10, -1.43], [-0.62, -2.56, 0.12], [-1.18, -1.92, -1.43], [0.62, -1.92, -0.99], [-1.74, 0.73, -1.21], [1.70, -1.51, 0.36], [-1.85, 0.93, 1.71], [-2.46, 2.09, 0.70], [1.69, -0.06, 1.39], [1.38, 1.89, 0.59], [1.66, 2.26, -1.13]],
  "multiplicity": 1,
  "gap_ev": 9.1,
  "charge": 1
}

Version b
{
  "formula": "C4H11FN3",
  "method": "ωB97M-V/def2-TZVPD",
  "symbols": ["C", "C", "F", "C", "N", "N", "C", "N", "H", "H", "H", "H", "H", "H", "H", "H", "H", "H", "H"],
  "positions_angstrom": [[-0.19, 1.98, -0.39], [-0.17, 0.58, 0.19], [-0.17, 0.83, 1.51], [-1.20, -0.50, -0.23], [-2.20, -0.65, 0.65], [0.16, -1.61, -0.35], [1.05, -0.37, -0.10], [1.92, -0.64, 0.93], [-0.14, 1.88, -1.52], [-1.11, 2.51, -0.05], [0.67, 2.57, 0.04], [-1.35, -0.34, -1.35], [-2.87, -1.39, 0.36], [-1.98, -0.46, 1.61], [0.54, -2.21, 0.34], [0.28, -1.93, -1.32], [1.61, -0.07, -1.01], [1.44, -0.53, 1.85], [2.81, -0.16, 0.99]],
  "multiplicity": 1,
  "smiles": "C[C@@]1(F)[C@H](N)[NH2+][C@@H]1N",
  "gap_ev": 11.2,
  "charge": 1
}

The most stable arrangement is version b, and the next structure is 0.0368 hartree less stable.

Version a
{
  "formula": "C3H6NPS",
  "method": "ωB97M-V/def2-TZVPD",
  "symbols": ["C", "C", "C", "N", "P", "S", "H", "H", "H", "H", "H", "H"],
  "positions_angstrom": [[-3.15, 0.61, -0.48], [0.32, 0.21, 1.42], [1.11, -0.06, -1.41], [-4.06, 1.19, -0.13], [0.07, -0.87, -0.06], [0.61, -2.71, 0.26], [-0.55, 0.17, 2.12], [1.33, -0.04, 1.97], [0.38, 1.33, 1.16], [0.56, 0.86, -1.68], [2.04, 0.19, -1.12], [1.34, -0.87, -2.05]],
  "multiplicity": 1,
  "gap_ev": [5.1, 5.1]
}

Version b
{
  "formula": "C3H6NPS",
  "method": "ωB97M-V/def2-TZVPD",
  "symbols": ["C", "C", "C", "N", "P", "S", "H", "H", "H", "H", "H", "H"],
  "positions_angstrom": [[0.61, 1.15, 0.10], [1.47, 0.30, 1.08], [-0.52, -0.74, -0.03], [-0.36, 0.54, -0.44], [-1.35, -1.81, -1.28], [0.77, -1.35, 1.03], [0.72, 2.23, 0.00], [2.53, 0.07, 0.65], [1.51, 0.69, 2.15], [-2.06, -0.01, 0.99], [-0.19, -1.97, -1.86], [-1.66, -0.76, -2.04]],
  "multiplicity": 1,
  "gap_ev": [8.2, 7.5]
}

The most stable arrangement is version a, and the next structure is 0.0112 hartree less stable.

Version a
{
  "formula": "C2H4N2O4",
  "method": "ωB97M-V/def2-TZVPD",
  "symbols": ["H", "N", "N", "O", "O", "C", "O", "O", "C", "H", "H", "H"],
  "positions_angstrom": [[-2.88, -1.05, 3.06], [-2.36, -0.86, 2.20], [-1.20, -0.43, 2.26], [-0.38, -0.18, 3.10], [-0.62, -0.17, 0.92], [-0.89, -1.11, 0.03], [-1.68, -2.01, 0.13], [0.04, -1.08, -0.96], [1.10, -0.11, -0.89], [1.75, -0.47, -0.12], [0.71, 0.95, -0.82], [1.51, -0.17, -1.82]],
  "multiplicity": 1,
  "smiles": "[H]/N=[N+](\\[O-])OC(=O)OC",
  "gap_ev": 10.9
}

Version b
{
  "formula": "C2H4N2O4",
  "method": "ωB97M-V/def2-TZVPD",
  "symbols": ["O", "N", "C", "O", "C", "O", "N", "O", "H", "H", "H", "H"],
  "positions_angstrom": [[1.50, 1.91, -0.84], [0.45, 1.38, -0.60], [0.34, 0.53, 0.63], [1.46, 0.59, 1.43], [0.10, -0.87, 0.12], [0.87, -1.77, 0.40], [-0.98, -1.00, -0.70], [-2.02, -0.07, -0.63], [-0.53, 0.93, 1.18], [1.96, -0.23, 1.28], [-1.30, -1.94, -0.90], [-1.86, 0.55, -1.37]],
  "multiplicity": 1,
  "smiles": "O=N[C@H](O)C(=O)NO",
  "gap_ev": 9.1
}

Version c
{
  "formula": "C2H4N2O4",
  "method": "ωB97M-V/def2-TZVPD",
  "symbols": ["C", "C", "H", "H", "H", "H", "N", "N", "O", "O", "O", "O"],
  "positions_angstrom": [[-0.60, 0.80, -0.01], [1.75, 0.43, -0.38], [-1.00, -1.70, -0.18], [-2.63, 0.87, 0.39], [1.30, -1.39, 1.07], [1.77, 1.45, -0.59], [-1.76, 0.23, 0.35], [0.42, -0.09, -0.46], [-1.99, -0.93, -0.43], [-0.33, 1.94, 0.00], [0.32, -1.39, 0.11], [2.78, -0.21, 0.13]],
  "multiplicity": 1,
  "gap_ev": 8.7
}

The most stable arrangement is version b, and the next structure is 0.0317 hartree less stable.